Entry 1:
Density functional theory data (wB97M-V/def2-TZVPD) for a molecular structure, C61H54ClEuN2O2P3S.

```
! RIJCOSX wB97M-V def2-TZVPD def2/J DEFGRID3
* xyz 1 7
Eu 0.174 -0.046 0.202
C 4.009 -2.374 -1.739
C 3.854 -2.791 -0.279
P 2.111 -2.740 0.426
C 2.492 -2.771 2.226
C 1.406 -2.541 3.067
C 1.552 -2.555 4.441
C 2.800 -2.776 5.000
C 3.885 -3.011 4.174
C 3.735 -3.023 2.798
C 1.786 -4.540 0.162
C 2.137 -5.514 1.094
C 2.003 -6.856 0.788
C 1.511 -7.246 -0.445
C 1.145 -6.284 -1.370
C 1.279 -4.941 -1.070
C 4.032 -0.859 -1.934
P 2.327 -0.093 -1.956
C 1.926 -0.763 -3.613
C 1.040 -1.836 -3.635
C 0.779 -2.514 -4.811
C 1.394 -2.112 -5.985
C 2.285 -1.051 -5.971
C 2.566 -0.387 -4.791
C 2.801 1.656 -2.215
C 3.498 2.290 -1.185
C 3.827 3.631 -1.279
C 3.437 4.365 -2.390
C 2.715 3.749 -3.400
C 2.397 2.403 -3.315
H 3.223 -2.813 -2.358
H 4.958 -2.776 -2.106
H 4.477 -2.136 0.329
H 4.218 -3.815 -0.161
H 0.431 -2.361 2.630
H 0.687 -2.402 5.071
H 2.928 -2.773 6.072
H 4.856 -3.204 4.605
H 4.594 -3.240 2.182
H 2.528 -5.237 2.061
H 2.294 -7.604 1.509
H 1.422 -8.293 -0.688
H 0.760 -6.584 -2.332
H 1.007 -4.197 -1.807
H 4.482 -0.621 -2.905
H 4.641 -0.384 -1.165
H 0.577 -2.142 -2.704
H 0.109 -3.360 -4.810
H 1.197 -2.635 -6.907
H 2.775 -0.754 -6.887
H 3.292 0.414 -4.792
H 3.774 1.733 -0.300
H 4.380 4.107 -0.483
H 3.674 5.417 -2.456
H 2.384 4.324 -4.252
H 1.822 1.940 -4.101
C 4.195 0.398 2.792
C 3.708 0.786 4.027
C 2.348 0.956 4.186
C 1.473 0.764 3.116
C 1.923 0.370 1.830
C 3.314 0.197 1.742
C 0.036 1.008 3.350
C -0.581 0.584 4.551
C -1.904 0.846 4.763
C -2.623 1.614 3.820
C -3.967 1.992 3.995
C -4.592 2.789 3.075
C -3.891 3.240 1.947
C -2.592 2.866 1.735
C -1.928 2.029 2.655
N -0.639 1.665 2.410
H 5.258 0.257 2.650
H 4.380 0.952 4.856
H 1.964 1.280 5.141
H 3.739 -0.126 0.794
H -0.001 0.020 5.266
H -2.414 0.478 5.641
H -4.483 1.649 4.879
H -5.622 3.086 3.216
H -4.382 3.897 1.246
H -2.055 3.227 0.868
Cl -2.656 0.421 -0.088
C -3.577 1.052 -1.412
C -4.901 0.680 -1.561
C -5.624 1.192 -2.625
C -5.022 2.068 -3.515
C -3.695 2.426 -3.356
C -2.945 1.917 -2.298
P -1.158 2.300 -2.002
C -0.752 2.427 -3.793
C -0.655 1.211 -4.466
C -0.419 1.180 -5.828
C -0.268 2.367 -6.527
C -0.358 3.578 -5.861
C -0.604 3.614 -4.499
C -1.308 4.089 -1.596
C -0.133 4.838 -1.577
C -0.166 6.195 -1.320
C -1.375 6.823 -1.063
C -2.544 6.083 -1.061
C -2.516 4.724 -1.325
H -5.351 -0.002 -0.858
H -6.654 0.901 -2.753
H -5.591 2.462 -4.342
H -3.234 3.102 -4.061
H -0.763 0.286 -3.909
H -0.350 0.232 -6.340
H -0.076 2.351 -7.589
H -0.246 4.505 -6.403
H -0.680 4.566 -3.991
H 0.807 4.353 -1.799
H 0.748 6.770 -1.333
H -1.410 7.882 -0.864
H -3.491 6.564 -0.869
H -3.439 4.163 -1.333
O 0.633 2.534 0.179
H 1.422 3.085 0.261
H 0.160 2.586 1.049
O -1.083 -1.945 -1.195
H -1.723 -2.244 -1.854
H -1.382 -2.324 -0.342
S -3.229 -1.853 3.330
C -2.065 -1.605 2.297
N -1.209 -1.430 1.494
*
```

E_LUMO (alpha / beta) (Eh): -0.1288 / -0.0815

---

Entry 2:
Density functional theory data (wB97M-V/def2-TZVPD) for a molecular structure, C61H54N3OP2PbS3.

```
! RIJCOSX wB97M-V def2-TZVPD def2/J DEFGRID3
* xyz -1 1
Pb 1.396 -0.602 -1.204
C 5.266 -3.987 -3.716
S 4.207 -4.690 -2.424
C 3.138 -3.294 -2.163
S 3.675 -2.021 -1.086
N 2.035 -3.285 -2.831
N 1.194 -2.256 -2.682
C 0.120 -2.278 -3.626
C -1.037 -1.315 -3.417
C -2.437 -1.804 -3.579
C -3.449 -1.187 -2.945
C -3.206 -0.073 -2.067
C -1.889 0.201 -1.784
N -0.826 -0.391 -2.325
H 5.989 -4.750 -4.006
H 5.787 -3.111 -3.331
H 4.655 -3.713 -4.574
H -0.127 -3.272 -3.992
H -2.607 -2.694 -4.173
H -4.462 -1.562 -3.063
H -4.008 0.452 -1.568
H -1.649 0.944 -1.020
O 0.469 0.259 2.649
S -0.519 0.925 1.748
C -1.059 2.399 2.684
C -1.882 2.197 3.766
C -2.523 3.244 4.460
C -2.335 4.519 4.012
C -2.940 5.832 4.447
C -2.195 6.907 3.608
C -1.310 6.118 2.671
C -0.451 6.519 1.691
C 0.337 5.533 1.055
C 0.256 4.187 1.338
P 1.486 3.018 0.635
C 2.980 3.430 1.608
C 4.141 2.705 1.324
C 5.290 2.883 2.077
C 5.294 3.777 3.141
C 4.139 4.478 3.449
C 2.988 4.305 2.692
C 1.792 3.760 -1.011
C 3.007 4.279 -1.441
C 3.157 4.723 -2.751
C 2.099 4.649 -3.642
C 0.885 4.116 -3.224
C 0.737 3.667 -1.924
C -0.718 3.731 2.283
C -1.429 4.744 2.957
C -2.067 -0.019 1.885
C -3.248 0.633 1.633
C -4.507 0.101 1.991
C -4.527 -1.072 2.691
C -5.658 -1.846 3.329
C -4.982 -3.105 3.946
C -3.520 -2.976 3.584
C -2.449 -3.795 3.795
C -1.218 -3.454 3.186
C -1.016 -2.300 2.461
P 0.398 -2.256 1.260
C -0.133 -3.739 0.306
C 0.210 -5.065 0.559
C -0.333 -6.087 -0.205
C -1.228 -5.798 -1.227
C -1.578 -4.481 -1.486
C -1.031 -3.459 -0.726
C 1.798 -2.796 2.289
C 2.822 -3.579 1.757
C 3.944 -3.877 2.520
C 4.054 -3.396 3.815
C 3.049 -2.595 4.343
C 1.934 -2.284 3.581
C -2.072 -1.347 2.399
C -3.321 -1.773 2.883
H -2.078 1.179 4.079
H -3.178 3.017 5.292
H -2.827 5.996 5.519
H -4.012 5.841 4.236
H -1.588 7.552 4.246
H -2.884 7.554 3.064
H -0.327 7.563 1.430
H 1.076 5.858 0.333
H 4.140 1.977 0.519
H 6.176 2.306 1.843
H 6.188 3.910 3.737
H 4.131 5.167 4.285
H 2.091 4.853 2.951
H 3.841 4.348 -0.755
H 4.112 5.119 -3.074
H 2.219 4.998 -4.659
H 0.060 4.030 -3.921
H -0.202 3.220 -1.613
H -3.212 1.627 1.201
H -5.409 0.655 1.765
H -6.414 -2.116 2.590
H -6.159 -1.246 4.091
H -5.406 -4.026 3.543
H -5.118 -3.141 5.028
H -2.538 -4.727 4.340
H -0.411 -4.176 3.234
H 0.908 -5.310 1.349
H -0.052 -7.114 -0.004
H -1.642 -6.600 -1.826
H -2.262 -4.235 -2.288
H -1.293 -2.430 -0.954
H 2.761 -3.939 0.739
H 4.741 -4.465 2.083
H 4.931 -3.628 4.407
H 3.138 -2.204 5.349
H 1.168 -1.628 3.974
C -0.816 0.107 -6.590
C -0.266 -1.230 -6.083
C 1.113 -1.491 -6.703
C -1.214 -2.349 -6.517
C -0.064 -1.123 -4.578
H -0.920 0.099 -7.680
H -0.146 0.925 -6.314
H -1.794 0.306 -6.148
H 1.034 -1.658 -7.782
H 1.571 -2.372 -6.246
H 1.779 -0.642 -6.533
H -1.213 -2.428 -7.608
H -2.235 -2.151 -6.193
H -0.901 -3.314 -6.113
H 0.624 -0.312 -4.336
*
```

E_LUMO (Eh): 0.0644

---

The records above yield energy above the lowest of the compared OMol25 structures with the same formula, charge and spin values of 40.3 0.0 kJ/mol, respectively.
The records above yield strongest force on any atom values of 1.5 0.6 eV/A, respectively.